[1]
A structure of composition C44H36Cl3NO2P3Rh in a non-equilibrium geometry, computed with the ωB97M-V functional and the def2-TZVPD basis.

```
! RIJCOSX wB97M-V def2-TZVPD def2/J DEFGRID3
* xyz 2 1
Cl 0.022 5.511 2.598
C -1.261 2.983 -2.817
H 1.796 0.129 -3.030
C -0.236 -4.379 2.288
H -5.385 1.373 0.412
O 0.263 2.731 1.644
H -5.066 -1.093 3.900
C -0.671 -5.018 1.135
H -1.628 4.390 -5.874
Rh -0.129 1.154 0.109
C -0.261 -2.996 2.373
C -4.787 0.772 1.084
O -1.459 2.838 0.299
H 0.121 -4.959 3.130
H -1.605 0.994 3.913
H 4.375 -0.236 0.788
C -3.370 -2.093 -3.137
C 2.717 -1.253 -0.145
C 3.916 -3.590 0.736
C -1.550 3.939 -3.781
C -1.319 4.535 2.015
C -3.430 0.617 0.843
H -1.509 -4.765 -0.830
C -4.607 -0.612 3.047
C -0.721 -2.244 1.290
C -0.584 -2.169 -3.108
H -3.252 -4.074 -3.950
C -5.373 0.166 2.186
H 1.865 -0.857 2.180
H 0.499 -2.202 -3.094
C 3.121 1.558 -0.639
C 4.508 -2.364 1.011
Cl -2.368 5.494 0.980
H -4.451 -2.065 -3.154
C 5.072 3.517 -0.808
P -0.901 -0.462 1.464
C 5.124 2.416 -1.659
H 0.083 -2.510 3.276
C 2.728 -3.651 0.016
H -1.379 3.229 -1.771
C 0.044 0.036 2.916
C -1.181 -2.891 0.142
C 0.213 1.154 5.036
C 2.165 0.149 4.043
C -1.304 -3.256 -3.579
H 4.214 0.567 -2.225
C -1.148 -4.271 0.063
H 5.439 -2.320 1.560
H 1.205 -2.534 -0.986
H -1.892 4.919 -3.475
C -1.262 -1.039 -2.660
H 2.292 2.747 0.961
C -2.657 -0.996 -2.684
H -0.655 -6.098 1.078
C -0.832 1.719 -3.211
H -2.665 -1.402 3.474
H 3.221 -0.090 4.083
C 3.913 -1.191 0.573
C -0.700 1.413 -4.570
H 5.833 4.283 -0.874
P -0.394 0.409 -2.053
C -0.975 2.376 -5.522
C -3.254 -0.779 2.810
H 4.023 4.484 0.793
C 4.055 3.632 0.127
H 2.164 1.187 5.922
Cl -2.245 3.866 3.374
C 3.074 2.654 0.218
N 1.257 0.065 -2.174
C -0.552 0.747 3.954
P 1.882 0.262 -0.613
H -6.431 0.294 2.374
H -0.401 0.419 -4.888
C 4.155 1.435 -1.575
H -1.593 -2.319 -0.676
C -2.693 -3.222 -3.585
C 1.568 0.864 5.078
H -0.251 1.704 5.845
H -3.184 -0.105 -2.358
C -0.786 3.301 1.268
C -2.659 -0.147 1.715
H 2.273 -4.608 -0.205
C 1.408 -0.269 2.966
H -2.982 1.107 -0.009
H 5.926 2.323 -2.380
H -0.871 2.139 -6.573
C -1.403 3.641 -5.127
H -0.781 -4.129 -3.946
C 2.126 -2.485 -0.422
H 4.389 -4.502 1.076
*
```

Summary:
Energy relative to the best compared isomer or geometry (same formula, charge and spin): 0.00 kcal per mole
HOMO energy: -0.528 hartree



[2]
A structure of composition C44H36F3IrN5O4Sb in a non-equilibrium geometry, computed with the ωB97M-V functional and the def2-TZVPD basis.

```
! RIJCOSX wB97M-V def2-TZVPD def2/J DEFGRID3
* xyz 3 2
H 5.117 5.134 -0.182
O -2.286 0.404 -1.472
H -2.621 5.477 1.421
H 3.218 -0.891 4.283
H -3.783 0.119 3.698
C -1.356 -1.120 3.536
H -4.363 0.827 -5.402
C -3.857 -3.323 -1.457
C -2.199 3.549 2.265
H -5.174 -1.357 2.604
N -2.928 -0.932 -6.817
H -1.067 -1.866 -5.216
H -0.482 1.224 3.288
C 3.059 2.668 -1.229
O 0.119 -1.013 -1.576
C -0.426 -2.095 2.852
C 2.244 0.947 1.606
H 2.710 -1.630 -2.565
H 1.757 3.120 4.162
C -3.581 0.373 -4.806
C 2.904 3.038 -2.559
C 1.260 -3.877 1.631
C 2.833 -0.066 3.702
H 3.951 3.131 0.680
F 2.584 1.195 5.658
C -4.036 -2.018 0.954
N -2.895 -1.989 0.272
H 1.010 -2.559 -0.043
C 2.009 2.217 3.630
C -1.458 -0.797 -3.368
C 3.621 -1.545 -1.991
C 3.720 -0.629 -0.955
C 1.886 2.122 2.255
H -0.201 -3.302 4.616
H -6.075 -2.683 0.990
H 2.288 2.452 -3.228
C -5.154 -2.673 0.430
H 2.950 -1.071 1.822
C -3.411 0.694 -3.492
C 4.337 4.903 -2.164
H -2.505 3.812 3.266
H 4.666 -3.058 -3.115
Ir -1.206 -0.365 0.369
H -2.130 -1.693 4.053
H 1.533 2.976 1.693
C -1.555 1.239 3.066
C -4.120 -1.484 2.357
H -3.748 -2.281 3.007
H 4.955 0.208 0.596
H 1.897 -4.571 1.105
C 0.751 -2.768 0.987
C -2.255 4.478 1.236
H -3.729 -3.846 -2.391
H -4.052 1.410 -3.000
N -1.358 1.906 0.757
H 1.294 -4.937 3.501
H 0.361 -1.894 -3.366
C -0.276 -1.260 -2.732
C -2.375 0.102 -2.692
H -5.945 -3.793 -1.218
C 5.857 -2.243 -1.533
C 5.951 -1.341 -0.479
C -1.695 -1.148 -4.707
C 4.488 4.540 -0.828
C 0.075 -3.174 3.580
H 3.457 4.469 -4.069
C 4.879 -0.519 -0.198
H -2.089 1.547 3.975
C 2.489 1.120 4.337
C 3.832 3.420 -0.355
Sb 2.141 0.806 -0.548
H -0.782 -0.617 4.322
C -2.727 -0.570 -5.407
C -1.385 2.805 -0.222
F 6.890 -3.019 -1.810
O -2.304 -1.885 -7.203
C 3.550 4.159 -3.039
C -1.826 4.103 -0.029
C -3.449 -0.155 2.687
F 4.945 5.986 -2.608
O -3.693 -0.246 -7.433
C -2.798 -2.656 -0.879
C 2.689 -0.152 2.330
H -1.044 2.476 -1.193
C -5.077 -3.307 -0.794
N -0.074 -1.900 1.581
C 0.915 -4.082 2.962
H 6.859 -1.287 0.101
C -1.745 2.266 1.985
C 4.701 -2.354 -2.297
H -1.839 4.799 -0.851
N -1.974 -0.113 2.656
H -1.822 -2.674 -1.344
H -3.819 0.609 1.997
*
```

Summary:
HOMO energy (spin up / spin down): -0.560 / -0.557 hartree



[3]
A structure of composition C44H37BCl2MoN8O2S2Sb in a non-equilibrium geometry, computed with the ωB97M-V functional and the def2-TZVPD basis.

```
! RIJCOSX wB97M-V def2-TZVPD def2/J DEFGRID3
* xyz 0 2
C -1.696 2.672 -3.243
C 4.668 -0.213 0.414
H 0.605 -2.177 -0.740
N -0.972 1.269 0.660
H -0.917 3.385 3.165
N -3.567 -2.440 -2.014
C 4.791 -4.252 2.905
H 5.322 -2.312 2.177
H 0.979 -0.105 -4.996
C -0.284 -0.472 -3.215
C 2.602 2.308 3.931
N 0.657 1.001 -1.948
H -0.691 -5.912 -2.403
H -1.726 5.580 -0.717
H -6.071 -1.794 -2.293
C 2.501 -4.911 2.610
C -5.811 -0.745 -2.325
H -2.281 1.199 2.308
H 1.129 -4.492 -1.390
C 4.522 -3.034 2.296
C -5.460 0.294 2.072
N -2.799 1.212 -1.653
H -0.735 5.905 -2.961
H -2.705 3.383 -0.099
C -1.155 3.898 -3.597
H 2.090 1.739 -3.274
C 2.075 -0.414 3.909
C -0.893 -4.896 -2.091
H 1.231 3.059 -1.296
H 3.108 2.076 1.862
H 2.139 1.567 -0.336
H 5.309 0.246 2.414
C 6.860 0.623 0.988
H -0.994 -1.228 -3.500
H -2.960 -4.898 -2.693
H 1.231 -3.490 1.640
H 7.566 0.956 1.738
H 1.883 -1.482 3.919
C -2.364 -3.033 -1.833
C -0.758 2.816 2.267
B 1.091 1.968 -0.805
Cl -6.452 -0.896 1.210
C 1.286 1.038 -3.123
C -6.706 0.220 -2.705
H 4.339 -0.547 -1.686
C -2.257 3.538 -1.070
Cl -4.698 -0.422 3.510
O -4.392 2.057 0.917
C 3.780 -5.191 3.065
C -2.242 2.486 -1.978
Mo -1.956 -0.321 -0.560
C -6.305 1.571 -2.734
C -4.375 0.868 1.146
C -2.136 -4.356 -2.253
C -0.153 -2.826 -1.154
C 3.242 -2.737 1.837
S -3.481 -3.421 1.033
N -1.386 -2.278 -1.280
Sb 2.703 -0.877 0.910
C 5.587 0.219 1.368
H 0.964 3.762 1.186
H -0.727 4.033 -4.582
C 2.161 1.681 5.087
N 0.051 2.086 0.339
H 2.810 3.371 3.936
C 0.716 0.109 -3.976
H 8.219 0.916 -0.646
O -3.535 -0.024 0.752
H 1.708 -5.638 2.730
C 0.128 -4.109 -1.528
C 2.768 1.577 2.763
H 6.599 0.160 -2.355
C -1.458 1.703 1.835
N -0.305 0.057 -1.980
C 7.227 0.599 -0.351
C 2.238 -3.692 1.994
C -4.101 0.992 -1.972
C 5.046 -0.227 -0.927
C 2.515 0.207 2.744
C 1.895 0.320 5.075
C -5.039 1.963 -2.385
C -1.160 4.947 -2.689
H -7.718 -0.048 -2.976
C -2.353 -2.384 1.209
H 5.792 -4.468 3.257
H 2.026 2.252 5.997
H -4.752 3.005 -2.406
H -1.693 1.842 -3.941
C 6.319 0.175 -1.309
H 1.554 -0.176 5.975
H -6.112 1.090 2.404
C -4.522 -0.352 -1.944
C -1.714 4.764 -1.429
S -1.134 -1.468 1.646
H -7.021 2.325 -3.036
C 0.189 3.019 1.281
N -3.487 -1.208 -1.624
H 3.992 -6.140 3.542
*
```

Summary:
Energy relative to the best compared isomer or geometry (same formula, charge and spin): 0.00 kcal per mole
HOMO energy (spin up / spin down): -0.274 / -0.279 hartree



[4]
A structure of composition C44H37N7O2STi in a non-equilibrium geometry, computed with the ωB97M-V functional and the def2-TZVPD basis.

```
! RIJCOSX wB97M-V def2-TZVPD def2/J DEFGRID3
* xyz -2 1
H 2.350 3.997 5.122
H -2.522 -1.522 1.705
H 2.436 -5.757 -0.667
H 3.335 1.831 -3.495
H -2.927 4.845 4.793
C 1.650 1.161 -2.370
C 2.606 3.095 4.580
H 0.251 -1.740 2.283
C -3.328 -3.183 0.659
C -1.951 0.660 -2.125
C 3.217 0.808 3.161
C 1.056 -1.175 2.757
H 1.015 2.016 -2.564
C 1.061 -4.368 -3.980
H 2.665 2.688 0.740
C -3.308 4.267 3.958
C -2.438 3.691 3.080
H 3.729 -1.893 -1.373
H -3.970 -0.183 -2.393
C -0.592 0.555 3.338
H 0.958 -7.421 -5.041
C 1.591 2.278 4.098
H 1.126 -1.488 3.803
H -1.423 0.491 -3.054
N -6.366 5.305 5.379
H 1.979 -1.455 2.254
C 0.767 0.752 1.162
N 0.600 2.191 0.968
H 0.668 -2.575 -2.886
O 2.916 -3.232 0.378
H 0.564 2.566 4.281
H 4.731 3.412 4.713
H 2.444 -7.174 -2.710
H 0.669 -3.963 -4.905
H -0.549 0.279 4.396
S 1.551 -3.172 -0.103
H 1.791 0.545 0.826
N 1.086 -1.680 -0.450
C -3.336 -3.938 -0.554
H -3.971 -3.488 1.474
C -0.236 4.249 0.851
H -1.379 3.847 3.236
C 1.053 -3.581 -2.837
H -1.338 -0.071 2.847
C 3.156 -1.037 -1.698
C -4.138 -5.067 -0.735
C -1.690 -2.371 -1.359
C -1.945 2.355 1.045
H 1.139 -5.977 -6.039
H -1.043 -2.005 -2.145
C 4.232 1.615 3.646
C 2.049 -5.383 -1.606
H 3.481 -0.075 2.591
H 1.764 5.226 0.574
C 3.933 2.772 4.354
H 5.267 1.349 3.458
N -1.345 1.357 -1.102
C 0.768 0.327 2.678
C -4.288 2.725 1.871
H -4.703 2.150 1.059
N -1.673 -1.649 -0.189
C -2.462 -3.463 -1.581
H -6.223 3.164 2.621
H 4.724 -0.146 -2.854
H -0.941 5.064 0.822
H -2.410 -3.982 -2.530
C 1.871 1.127 3.365
C 2.930 1.051 -2.865
H -0.930 1.584 3.262
C 1.557 -5.666 -3.952
C -3.464 0.846 -0.487
C -2.862 2.896 1.953
C 1.547 -4.090 -1.647
C -2.275 1.478 -0.072
C 1.843 -0.877 -1.255
C 1.652 3.054 0.795
H 2.570 -6.833 -5.450
Ti -0.391 -0.155 -0.349
N 1.107 0.219 -1.587
N -4.802 -6.009 -0.887
C -4.710 4.121 3.817
C -5.155 3.316 2.745
O 0.552 -3.776 0.735
C 2.053 -6.163 -2.748
C -2.516 -2.102 0.791
C 1.556 -6.521 -5.192
C 3.699 -0.058 -2.516
C 1.170 4.336 0.717
C -0.575 2.915 1.004
H -4.370 0.707 0.076
C -3.256 0.358 -1.790
C -5.617 4.765 4.677
*
```

Summary:
Energy relative to the best compared isomer or geometry (same formula, charge and spin): 31.10 kcal per mole
HOMO energy (spin up / spin down): 0.001 / -0.009 hartree